## 1
Here is 2 unconnected molecules or ions with the total composition C3H9N2 from OMol25. Energies are from ωB97M-V/def2-TZVPD.

The geometry in XYZ format:
```
14
C3H9N2 | OMol25 | ωB97M-V/def2-TZVPD
C 0.60 1.57 0.95
C -1.34 -2.68 -0.65
C 1.01 1.25 -0.47
N -0.35 -0.53 -0.27
N 0.35 0.17 -0.95
H 0.98 1.01 1.71
H 0.84 2.70 1.14
H -0.42 1.55 0.98
H -2.22 -2.16 -1.01
H -1.63 -2.95 0.41
H -0.35 -2.75 -1.07
H 2.10 1.07 -0.40
H 0.85 2.10 -1.15
H -0.41 -0.36 0.78
```

Results
**Gap between HOMO and LUMO (spin up / spin down)**: 0.281 / 0.281 Ha
**Total charge**: +1
**LUMO (spin up / spin down)**: -6.8 / -6.8 eV

## 2
Here is a gas-phase ion, C3H9N2 (charge +1) from OMol25. Energies are from ωB97M-V/def2-TZVPD.

The geometry in XYZ format:
```
14
C3H9N2 | OMol25 | ωB97M-V/def2-TZVPD
C 0.83 0.63 1.07
C 0.20 -0.17 -0.09
C -1.10 -0.20 -0.41
N -2.06 0.58 0.23
N 1.27 -0.75 -0.97
H 1.24 0.11 1.92
H 1.68 1.03 0.49
H 0.29 1.49 1.47
H -1.50 -0.77 -1.23
H -2.09 0.56 1.24
H -3.00 0.39 -0.11
H 1.51 -0.27 -1.84
H 2.12 -1.14 -0.55
H 0.60 -1.49 -1.22
```

Results
**Gap between HOMO and LUMO**: 0.355 Ha
**Total charge**: +1
**LUMO**: -3.6 eV

## 3
Here is a gas-phase ion, C3H9N2 (charge +1) from OMol25. Energies are from ωB97M-V/def2-TZVPD.

The geometry in XYZ format:
```
14
C3H9N2 | OMol25 | ωB97M-V/def2-TZVPD
C 0.72 0.73 1.60
C -0.03 0.23 0.40
C 0.56 -0.63 -0.42
N -0.04 -0.97 -1.73
N -1.29 0.74 0.18
H 1.64 0.15 1.69
H 0.12 0.62 2.50
H 0.98 1.79 1.44
H 1.61 -0.86 -0.34
H -1.03 -1.21 -1.62
H 0.41 -1.79 -2.14
H -0.01 -0.16 -2.34
H -1.65 1.23 0.99
H -2.00 0.14 -0.22
```

Results
**Gap between HOMO and LUMO**: 0.359 Ha
**Total charge**: +1
**LUMO**: -3.8 eV

If we sort the structures by their calculated energies, the order from most to least stable is 3, 2, 1.

## 1
Here is a molecular structure, C3H4N4 from OMol25. Energies are from ωB97M-V/def2-TZVPD.

The geometry in XYZ format:
```
11
C3H4N4 | OMol25 | ωB97M-V/def2-TZVPD
C 2.11 0.03 -1.03
C -0.79 0.42 0.88
C -2.04 -0.27 1.19
H 0.71 -0.59 -2.51
H 3.34 0.11 -0.51
H 1.52 1.14 0.66
H -0.59 1.23 1.64
N 1.79 -0.51 -2.22
N 1.21 0.60 -0.14
N 0.01 0.07 -0.06
N -3.09 -0.59 1.63
```

Results
**Gap between HOMO and LUMO**: 0.339 Ha
**Total charge**: 0
**LUMO**: -0.3 eV

## 2
Here is 2 unconnected molecules or ions with the total composition C3H4N4 from OMol25. Energies are from ωB97M-V/def2-TZVPD.

The geometry in XYZ format:
```
11
C3H4N4 | OMol25 | ωB97M-V/def2-TZVPD
C -0.86 -1.07 -0.50
C -1.15 1.13 -0.22
C -0.92 0.34 1.10
H -0.76 -2.03 -0.90
H -2.10 1.69 -0.29
H -0.25 1.86 -0.30
H -0.66 0.71 2.18
N 2.19 0.69 -0.15
N 2.74 -0.43 0.00
N -1.12 0.00 -1.14
N -0.75 -0.92 0.87
```

Results
**Gap between HOMO and LUMO**: 0.372 Ha
**Total charge**: 0
**LUMO**: 0.0 eV

## 3
Here is C3H4N4 in the gas phase from OMol25. Energies are from ωB97M-V/def2-TZVPD.

The geometry in XYZ format:
```
11
C3H4N4 | OMol25 | ωB97M-V/def2-TZVPD
C -1.16 0.79 0.17
C -0.45 -1.34 -0.53
C 1.41 -0.09 -0.47
H 0.10 1.62 1.83
H -2.11 1.50 0.32
H -0.92 -2.33 -0.61
H 2.46 -0.42 -0.87
N -0.04 0.82 1.00
N -1.36 -0.14 -0.61
N 0.85 -1.38 -0.45
N 1.21 0.96 0.21
```

Results
**Gap between HOMO and LUMO**: 0.356 Ha
**Total charge**: 0
**LUMO**: 0.2 eV

If we sort the structures by their calculated energies, the order from most to least stable is 2, 1, 3.

## 1
Here is C3H4N4 in the gas phase from OMol25. Energies are from ωB97M-V/def2-TZVPD.

The geometry in XYZ format:
```
11
C3H4N4 | OMol25 | ωB97M-V/def2-TZVPD
N -1.56 -0.62 0.87
C -0.59 -0.01 0.15
C 0.76 -0.67 0.27
N 1.86 -0.37 -0.26
C 1.26 1.35 -1.42
N 0.10 1.59 -1.27
N -0.95 1.03 -0.53
H -1.31 -1.33 1.55
H -2.47 -0.19 0.93
H 0.70 -1.55 0.95
H 2.20 0.77 -1.24
```

Results
**Gap between HOMO and LUMO (spin up / spin down)**: 0.322 / 0.322 Ha
**Total charge**: 0
**LUMO (spin up / spin down)**: 0.5 / 0.5 eV

## 2
Here is C3H4N4 in the gas phase from OMol25. Energies are from ωB97M-V/def2-TZVPD.

The geometry in XYZ format:
```
11
C3H4N4 | OMol25 | ωB97M-V/def2-TZVPD
C -0.54 -0.50 0.05
C 0.31 1.36 -0.95
C 0.80 0.10 0.66
H -0.79 -2.18 0.89
H -1.54 0.70 -1.87
H -0.15 2.21 -1.51
H 1.14 -1.27 2.00
N -1.25 -1.52 0.26
N -0.57 0.24 -1.21
N 1.11 1.17 -0.03
N 1.48 -0.28 1.72
```

Results
**Gap between HOMO and LUMO**: 0.332 Ha
**Total charge**: 0
**LUMO**: -0.6 eV

If we sort the structures by their calculated energies, the order from most to least stable is 2, 1.